{
  "formula": "C18H22BBrN9PtS",
  "method": "ωB97M-V/def2-TZVPD",
  "elements": ["Pt", "H", "H", "C", "N", "N", "B", "H", "C", "C", "C", "H", "C", "H", "N", "H", "H", "C", "C", "N", "H", "C", "H", "C", "S", "H", "H", "H", "N", "H", "C", "H", "H", "Br", "C", "H", "H", "C", "C", "C", "H", "N", "N", "H", "H", "C", "N", "H", "C", "H", "C", "C", "N"],
  "xyz": [[-0.789186, -0.591464, -0.728079], [1.614433, -1.272393, 0.966252], [0.944158, 2.122537, 3.043625], [-1.181811, -2.968269, 0.918423], [1.415949, -0.677330, -2.745271], [1.704935, 1.660869, -1.682481], [1.203276, 0.855447, -2.898934], [2.981608, 4.321467, -0.299137], [-2.126517, 1.359887, 4.363772], [1.641264, 2.615230, 0.233853], [0.957033, -2.116639, 1.130176], [-3.607897, 0.820947, 2.900745], [1.886948, -2.801952, -3.168621], [-2.206648, -2.783495, 0.630451], [-0.518113, 0.976854, 2.125778], [-0.452151, 2.454007, 5.162006], [1.822412, 1.241011, -3.847077], [-2.291323, 1.588565, -4.008047], [-0.882845, 2.212799, 4.191891], [-0.314805, -1.961897, 0.734995], [0.855049, -5.281935, 2.299609], [1.410704, -3.286274, 1.706363], [-1.895898, 0.458175, 4.937372], [-2.454160, 0.905536, -2.808380], [-2.527312, 0.275555, 0.512717], [2.443134, -3.365226, 2.015144], [0.563574, 0.623584, 3.893653], [-2.914274, 1.898379, 4.885500], [-1.262286, 0.587569, -2.307690], [-1.150966, 3.148921, 3.698789], [2.465923, 3.415884, -0.565879], [-0.332938, 2.088210, -4.973643], [2.953495, 3.021354, -2.708016], [-2.046861, -5.547354, 1.665772], [2.140910, -1.490245, -3.523994], [2.307279, -3.694083, -3.596731], [-3.356611, 0.617161, -2.295518], [-1.822145, 0.767307, 2.003219], [2.469756, 2.771326, -1.778251], [-0.785980, -4.170987, 1.473660], [0.434953, -3.489553, -1.612526], [0.657745, -1.426054, -1.919569], [-0.318515, 1.057409, -3.148692], [-3.058080, 1.973651, -4.655624], [1.340509, 2.779910, 1.257633], [0.531005, -4.343930, 1.869786], [1.183291, 1.565160, -0.435577], [0.039136, 0.767636, 1.304003], [0.130972, 1.463220, 3.343901], [2.805077, -1.075148, -4.263353], [-0.922730, 1.650956, -4.185663], [0.940427, -2.707012, -2.154941], [-2.624906, 0.984715, 3.042605]],
  "forces_ev_per_angstrom": [[-0.1, 0.1, -0.3], [0.0, 0.0, -0.1], [0.0, -0.1, 0.1], [-0.1, 0.1, 0.2], [-0.3, 0.0, -0.1], [-0.3, 0.1, 0.0], [0.2, 0.0, 0.2], [0.0, 0.0, 0.0], [0.0, 0.0, 0.0], [0.0, 0.0, -0.1], [0.1, 0.2, 0.1], [0.0, 0.0, 0.0], [0.0, 0.0, 0.0], [0.0, -0.1, -0.1], [-0.1, -0.3, 0.1], [0.0, 0.0, 0.0], [-0.1, -0.1, -0.1], [0.0, 0.0, 0.0], [0.0, 0.0, 0.0], [0.2, -0.3, -0.4], [0.0, 0.0, 0.0], [-0.1, 0.0, 0.1], [0.0, 0.0, 0.0], [-0.1, -0.1, 0.0], [-0.2, -0.2, 0.0], [0.0, 0.0, 0.0], [0.0, 0.0, 0.0], [0.0, 0.0, 0.0], [0.1, 0.0, 0.3], [0.0, 0.0, 0.0], [0.1, 0.0, 0.0], [0.0, 0.0, 0.0], [0.0, 0.0, 0.0], [0.0, 0.0, 0.0], [0.2, 0.1, 0.1], [0.0, 0.0, 0.0], [0.0, 0.0, 0.0], [0.2, 0.2, 0.1], [0.0, 0.0, -0.1], [0.0, 0.0, 0.1], [0.0, 0.0, 0.0], [0.0, 0.0, 0.2], [0.1, -0.1, 0.1], [0.0, 0.0, 0.0], [0.1, 0.0, -0.1], [0.0, 0.0, 0.0], [0.0, -0.1, 0.1], [0.1, 0.3, -0.2], [-0.1, 0.0, 0.0], [0.0, 0.0, 0.0], [0.1, 0.2, 0.0], [0.0, 0.0, -0.1], [0.0, 0.0, 0.0]],
  "lowdin_charge": [0.918, 0.118, 0.104, -0.181, -0.009, -0.047, -0.492, 0.097, -0.148, -0.160, -0.124, 0.134, -0.030, 0.094, 0.033, 0.126, 0.122, -0.031, -0.148, -0.150, 0.119, -0.024, 0.129, -0.140, 0.667, 0.122, 0.129, 0.130, -0.165, 0.130, -0.053, 0.132, 0.121, 0.822, -0.048, 0.105, 0.096, -0.735, -0.081, -0.669, 0.112, -0.129, -0.009, 0.105, 0.075, -0.075, 0.022, 0.050, -0.149, 0.132, -0.047, -0.124, 0.024],
  "charge": 1,
  "relative_energy_kj_mol": 10.0
}


{
  "formula": "C6H13O",
  "method": "ωB97M-V/def2-TZVPD",
  "elements": ["H", "O", "C", "H", "H", "H", "C", "C", "H", "H", "C", "H", "H", "C", "H", "H", "C", "H", "H", "H"],
  "xyz": [[2.388181, -0.758359, -1.494041], [-2.858052, 1.438356, 0.176918], [2.052877, -0.027139, 0.554105], [3.704008, 0.253978, -0.940410], [1.093124, -1.920134, 1.151000], [-0.484494, 0.937417, -0.980399], [0.821032, -0.909959, 0.818831], [2.628640, 0.097354, -0.859802], [-0.644669, -2.050060, -0.262722], [0.188050, -0.542290, 1.623631], [-1.077224, 0.062389, -0.666708], [-1.279062, 0.891716, 1.340394], [0.479699, -1.251840, -1.307723], [-1.930857, 0.527356, 0.502717], [-2.337315, -0.462628, 0.957373], [-1.778806, -0.130933, -1.483530], [-0.121502, -1.098532, -0.412604], [2.838513, -0.281491, 1.266000], [2.171638, 0.915277, -1.425322], [1.660031, 0.970207, 0.785971]],
  "forces_ev_per_angstrom": [[0.2, -0.3, 0.2], [0.0, -0.2, -0.1], [-0.6, 1.0, 0.4], [0.1, 0.0, 0.4], [0.4, 0.0, -0.2], [-0.1, -0.1, -0.1], [-0.5, -1.2, -1.1], [-0.5, -0.4, -0.9], [-0.3, 0.2, 0.0], [0.3, 0.4, 0.1], [0.6, 0.5, -0.2], [0.4, 0.0, -0.1], [0.1, -0.1, -0.1], [-0.9, -0.2, 0.9], [0.0, 0.4, -0.2], [0.1, -0.2, 0.0], [0.2, -0.1, 0.4], [0.0, 0.1, 0.1], [-0.1, 0.1, 0.3], [0.5, 0.1, 0.3]],
  "lowdin_charge": [0.051, -0.373, -0.253, 0.055, 0.090, 0.097, -0.218, -0.129, 0.094, 0.081, -0.242, 0.071, 0.069, -0.603, 0.090, 0.098, -0.234, 0.088, 0.067, 0.099],
  "smiles": "CCCCCC[O-]",
  "charge": -1,
  "relative_energy_kj_mol": 50.8
}


{
  "formula": "C28H59BrNO9PSSi",
  "method": "ωB97M-V/def2-TZVPD",
  "elements": ["C", "H", "C", "H", "Si", "C", "H", "H", "O", "H", "H", "H", "H", "O", "H", "C", "C", "H", "C", "H", "H", "H", "C", "S", "H", "C", "C", "O", "C", "H", "H", "H", "H", "H", "O", "H", "C", "H", "C", "H", "H", "H", "C", "H", "C", "H", "H", "H", "C", "C", "H", "H", "H", "O", "H", "O", "H", "H", "H", "H", "C", "H", "C", "H", "H", "P", "O", "H", "H", "H", "C", "C", "C", "O", "Br", "H", "H", "H", "N", "C", "C", "H", "H", "C", "H", "C", "H", "O", "H", "H", "H", "H", "H", "H", "H", "C", "H", "H", "H", "C", "C"],
  "xyz": [[-0.814904, 1.146251, -2.509605], [0.252831, 0.951063, -2.439458], [3.100767, -2.257111, -2.015162], [-3.695226, 3.729174, -2.910759], [-4.639047, -0.769840, 1.435270], [-1.450135, -0.153921, -2.991342], [0.951305, -6.705860, 5.186262], [4.333330, -3.292503, 1.662989], [0.045327, 4.491312, -1.441005], [-1.383335, -1.229905, -4.846226], [3.432790, 3.061439, 2.021551], [2.467984, -7.464830, 4.661144], [-2.494125, 0.003274, -3.270548], [-4.332263, 0.735326, 0.794915], [-4.797165, 2.131848, -1.057848], [-2.178900, 0.741408, -0.387391], [2.924646, -4.561713, 4.779156], [1.030834, 2.833095, -2.180906], [-2.988754, 1.216812, 0.835760], [1.939308, 6.378164, 2.603333], [0.520367, -1.038902, -0.144864], [2.002930, -0.874983, -4.966003], [4.203243, -3.209823, -1.587460], [-1.353035, 4.431942, -2.189424], [5.776135, 3.448910, 1.069742], [-0.112692, 2.290960, -0.365512], [-0.501472, 3.104394, 0.887922], [2.872745, 4.972675, 1.470208], [-1.348943, 1.763369, -1.173698], [-0.990948, 2.495531, 1.645758], [4.471755, 3.286224, -0.103262], [0.000927, 5.525860, 1.662504], [2.625394, -3.151321, -3.919591], [3.865776, -1.912115, -3.985764], [4.664282, -2.865696, -0.285311], [2.351836, -4.305509, 2.752392], [1.623279, -6.089043, 3.233992], [-2.751044, 3.402382, -0.680868], [4.410963, -3.819730, 0.711104], [3.472399, -4.358168, 0.550614], [-3.034700, 2.296689, 0.941698], [-2.508085, 0.848629, 1.746504], [1.980449, 5.293901, 2.514689], [2.484075, -3.637229, 5.156204], [0.731160, 3.244133, -1.218821], [5.136070, 4.897229, 0.305634], [4.398001, 4.388255, 2.729674], [-2.694359, -2.056353, 0.504635], [4.867563, 3.916435, 0.690007], [-4.571493, 1.964109, -2.105342], [-4.565441, -1.812703, 3.655690], [-7.002948, -0.660517, 2.141473], [-4.622159, -0.031814, 3.808226], [0.707446, 3.595310, 1.429302], [-4.114568, -2.098546, -0.553930], [-1.129525, 4.281475, -3.594677], [-1.158611, 3.940640, 0.644311], [-3.118170, -0.858297, 3.388309], [-2.909965, 0.262634, -1.033755], [1.955276, -0.277053, -3.300176], [-2.253456, 2.982545, -1.551934], [5.057879, -3.158017, -2.266211], [-3.782580, -2.139765, 0.484153], [-0.187435, 0.099087, -4.720443], [-5.419116, 2.243403, -2.729034], [1.185133, 1.019900, 0.200329], [1.153031, -6.260755, 2.122223], [1.640575, 3.516103, -0.691611], [-4.432291, 0.895651, -2.270398], [0.929662, -7.962734, 3.938604], [-4.202670, -0.868126, 3.252277], [2.912736, -2.173081, -3.521681], [3.875060, 4.045148, 1.831943], [0.838474, -0.314661, -0.689269], [0.429220, 0.283980, 2.205956], [0.282567, -2.024314, -2.743151], [-1.449163, -0.912155, -2.209746], [0.042574, 4.516314, 3.129534], [2.298210, -4.945579, 3.528880], [-0.676481, -0.721019, -4.195596], [-6.486912, -1.025062, 1.253726], [-6.721747, -2.082293, 1.132936], [-6.863487, -0.495352, 0.379660], [-3.342983, 2.743331, -2.603841], [3.340519, -1.272174, -1.609076], [0.418785, -1.725107, -3.783345], [3.993678, -4.397003, 4.632997], [-2.074616, 5.585949, -1.742849], [-4.033222, -3.111764, 0.905831], [3.843637, -4.241576, -1.600830], [-0.912908, 1.869303, -3.318605], [5.211882, -4.558629, 0.803808], [-2.962377, 2.278515, -3.508257], [-1.526654, -0.061385, -0.061510], [0.365435, -2.621646, -4.401491], [0.568688, 4.762429, 2.201543], [2.174117, -2.573410, -1.529391], [2.793243, -5.337076, 5.525714], [2.313007, 4.846682, 3.451825], [1.487711, -7.119125, 4.331476], [1.833090, -1.163900, -3.927408]],
  "forces_ev_per_angstrom": [[0.0, -0.3, 0.0], [-0.1, 0.0, 0.1], [0.0, -0.1, 0.1], [0.0, 0.1, 0.0], [-0.8, -0.4, 0.1], [0.0, 0.0, -0.3], [0.1, 0.0, 0.0], [0.1, 0.1, 0.0], [-0.3, -0.2, 0.3], [0.0, 0.1, -0.3], [-0.1, 0.0, 0.2], [0.0, 0.0, 0.1], [-0.1, 0.1, 0.0], [0.4, -0.2, 0.2], [-0.1, 0.0, 0.0], [-0.3, 0.1, 0.4], [0.0, 0.1, -0.3], [-0.1, -0.1, -0.1], [0.0, -0.2, 0.1], [0.0, 0.1, 0.2], [-0.1, -0.3, 0.0], [-0.1, 0.1, 0.0], [0.1, 0.0, 0.1], [-0.5, 0.4, -0.1], [0.0, -0.1, -0.1], [-0.6, 0.0, 0.4], [0.3, 0.0, 0.2], [0.1, 0.4, 0.0], [0.3, 0.4, -0.5], [-0.2, -0.1, -0.1], [0.0, 0.1, -0.2], [-0.1, -0.1, -0.2], [0.1, -0.1, 0.0], [0.1, 0.0, 0.0], [-0.1, 0.0, -0.1], [0.0, 0.0, 0.0], [0.0, 0.0, 0.0], [0.1, 0.0, 0.1], [-0.1, -0.1, 0.3], [-0.1, 0.0, -0.1], [-0.1, 0.1, -0.1], [0.1, 0.1, 0.1], [-0.3, -0.6, -0.3], [0.0, 0.0, 0.1], [0.4, 0.1, -0.3], [-0.1, 0.1, -0.1], [-0.1, 0.0, 0.1], [0.0, 0.0, -0.1], [0.0, -0.1, 0.3], [0.3, -0.1, -0.6], [-0.1, 0.0, 0.1], [-0.1, 0.1, 0.0], [-0.1, 0.0, 0.1], [0.0, -0.1, -0.1], [0.0, -0.1, -0.1], [0.3, -0.3, -0.1], [0.0, 0.1, -0.1], [0.0, 0.0, 0.1], [0.1, 0.2, -0.1], [-0.1, 0.2, -0.1], [0.4, -0.1, -0.2], [0.0, 0.1, -0.1], [0.2, 0.4, 0.1], [-0.2, 0.1, -0.4], [-0.1, 0.1, 0.1], [0.4, 0.1, 0.0], [0.0, 0.0, 0.0], [0.0, 0.2, 0.1], [-0.1, -0.1, 0.2], [0.0, 0.0, 0.0], [0.5, 0.1, -0.4], [-0.2, 0.0, 0.0], [0.2, -0.2, -0.4], [0.0, 0.1, 0.1], [-0.1, 0.0, -0.1], [-0.1, -0.2, 0.0], [0.0, 0.0, 0.1], [-0.1, 0.2, 0.1], [0.0, 0.0, 0.1], [0.0, -0.4, 0.6], [0.3, 0.1, 0.0], [0.0, -0.1, 0.0], [-0.1, 0.0, 0.0], [-0.6, 0.1, 0.2], [0.0, 0.0, -0.1], [0.3, 0.4, -0.1], [0.0, 0.0, 0.1], [0.2, -0.1, 0.1], [-0.1, -0.1, 0.0], [0.0, -0.1, 0.0], [0.0, 0.1, 0.0], [0.1, 0.0, -0.1], [0.2, 0.0, 0.0], [0.2, -0.1, 0.0], [-0.1, -0.1, 0.0], [0.3, 0.1, 0.1], [-0.1, 0.1, 0.0], [0.0, 0.0, 0.0], [0.2, 0.1, 0.1], [0.0, 0.0, 0.0], [0.3, -0.3, 0.1]],
  "lowdin_charge": [-0.145, 0.081, -0.194, 0.112, 0.411, -0.185, 0.083, 0.078, -0.195, 0.106, 0.112, 0.084, 0.104, -0.223, 0.071, -0.123, -0.075, 0.130, -0.233, 0.125, 0.026, 0.113, -0.229, 0.652, 0.075, -0.456, -0.241, -0.149, -0.327, 0.067, 0.067, 0.132, 0.116, 0.112, -0.184, 0.114, -0.554, 0.116, -0.126, 0.080, 0.110, 0.071, -0.167, 0.083, -0.193, 0.078, 0.117, 0.022, -0.067, -0.063, 0.037, 0.030, 0.037, -0.203, 0.038, -0.251, 0.125, 0.022, 0.093, 0.099, -0.260, 0.122, -0.149, 0.111, 0.080, 0.753, 0.030, 0.112, 0.064, 0.082, -0.156, -0.207, -0.285, -0.393, 0.391, 0.093, 0.099, 0.130, 0.008, -0.170, -0.152, 0.031, 0.031, -0.208, 0.114, -0.200, 0.082, -0.257, 0.037, 0.122, 0.108, 0.089, 0.108, 0.073, 0.110, -0.156, 0.105, 0.070, 0.119, -0.012, -0.215],
  "energy_ha": -5437.29355,
  "smiles": "CCOCCOC[C@]1(P(O)Br)COS(=O)(=O)[C@@H](CC)[C@]1(CCCCCCCCOC)CCO[Si](C)(C)C.CNC(C)=O",
  "charge": 0
}


{
  "formula": "C2H2F6O",
  "method": "ωB97M-V/def2-TZVPD",
  "elements": ["F", "H", "F", "C", "F", "F", "F", "C", "O", "H", "F"],
  "xyz": [[-2.994363, 1.299175, 0.289648], [2.988246, -1.625775, 0.002124], [-1.450922, 1.106634, 1.855894], [-1.683464, 1.173345, 0.496240], [-1.144209, 2.313037, 0.026164], [0.275509, -0.197208, 0.189975], [-1.720591, -1.129905, 0.134464], [-1.046980, -0.005828, -0.126457], [3.711327, -1.924149, -0.594843], [4.184707, -1.098018, -0.843209], [-1.119261, 0.088692, -1.430000]],
  "forces_ev_per_angstrom": [[0.5, -0.9, 0.0], [0.8, -0.3, -0.6], [-0.4, 0.1, -1.5], [-0.4, 3.0, 2.7], [0.3, -0.7, 0.3], [-1.6, 0.7, 0.2], [0.1, 0.1, 1.2], [1.3, -3.2, -1.5], [-0.3, 1.2, 0.4], [-0.5, -0.9, 0.3], [0.2, 0.9, -1.3]],
  "lowdin_charge": [0.197, 0.036, 0.145, -0.509, 0.177, 0.156, 0.185, -0.553, -0.087, 0.048, 0.205],
  "smiles": "FC(F)(F)C(F)(F)F.O",
  "charge": 0,
  "relative_energy_kj_mol": 11.0
}


Q: Which of these has the lowest charge?
A: C6H13O


Q: Which of these has the lowest charge?
A: C6H13O